{"formula": "C36H39ClNO9", "method": "ωB97M-V/def2-TZVPD", "fmax_ev_per_a": 2.6, "energy_ev": -70398.0211, "orbital_gap_ha": [0.2448, 0.2749], "spin_multiplicity": 2, "species": ["C", "C", "C", "Cl", "C", "C", "C", "C", "C", "N", "O", "C", "C", "C", "C", "H", "H", "H", "H", "H", "H", "H", "H", "H", "H", "H", "H", "H", "H", "H", "H", "H", "H", "H", "H", "H", "H", "H", "C", "C", "C", "O", "C", "C", "C", "O", "H", "H", "H", "H", "C", "C", "C", "O", "C", "C", "C", "O", "H", "H", "H", "H", "C", "C", "C", "O", "C", "C", "C", "O", "H", "H", "H", "H", "C", "C", "C", "O", "C", "C", "C", "O", "H", "H", "H", "H"], "xyz": [[1.44, -0.09, 4.02], [1.48, 1.24, 3.21], [0.21, 1.49, 2.37], [-0.25, 3.24, 2.47], [0.28, 1.04, 0.91], [1.37, 1.76, 0.09], [2.11, 0.85, -0.91], [2.66, 1.76, -2.06], [3.37, 0.19, -0.28], [1.19, -0.12, -1.54], [0.29, 0.54, -2.20], [0.58, -1.07, -0.58], [1.42, -2.40, -0.59], [-0.84, -1.48, -1.04], [0.45, -0.50, 0.86], [1.82, -0.93, 3.44], [2.11, 0.02, 4.88], [0.45, -0.30, 4.42], [2.40, 1.25, 2.63], [1.54, 2.05, 3.95], [-0.60, 0.94, 2.86], [-0.70, 1.26, 0.46], [2.12, 2.28, 0.71], [0.87, 2.55, -0.48], [3.74, 1.90, -1.95], [2.53, 1.29, -3.04], [2.19, 2.74, -2.08], [3.12, -0.18, 0.72], [3.79, -0.59, -0.92], [4.11, 0.97, -0.13], [2.40, -2.21, -1.02], [0.90, -3.11, -1.23], [1.47, -2.82, 0.42], [-0.83, -2.02, -1.99], [-1.53, -0.63, -1.03], [-1.20, -2.17, -0.27], [1.31, -0.84, 1.45], [-0.43, -0.96, 1.33], [7.82, 3.82, -0.84], [7.16, 2.97, -0.06], [5.98, 3.41, 0.72], [5.37, 2.64, 1.43], [5.56, 4.83, 0.59], [6.23, 5.68, -0.18], [7.41, 5.24, -0.96], [8.02, 6.01, -1.68], [8.69, 3.52, -1.42], [7.44, 1.93, 0.04], [4.70, 5.13, 1.17], [5.94, 6.71, -0.29], [2.23, -0.06, -6.43], [1.84, -0.38, -7.66], [2.19, 0.47, -8.82], [1.83, 0.17, -9.94], [2.98, 1.69, -8.56], [3.37, 2.01, -7.33], [3.03, 1.16, -6.17], [3.38, 1.46, -5.05], [1.99, -0.67, -5.56], [1.26, -1.27, -7.86], [3.22, 2.30, -9.43], [3.95, 2.90, -7.12], [-5.95, -0.65, 3.38], [-5.07, -1.55, 2.94], [-3.83, -1.12, 2.26], [-3.02, -1.93, 1.85], [-3.60, 0.33, 2.08], [-4.48, 1.23, 2.52], [-5.73, 0.80, 3.20], [-6.53, 1.61, 3.61], [-6.87, -0.94, 3.88], [-5.21, -2.61, 3.06], [-2.68, 0.62, 1.58], [-4.34, 2.29, 2.40], [-8.73, -6.04, 2.08], [-8.12, -4.87, 2.20], [-7.81, -4.29, 3.53], [-7.26, -3.21, 3.63], [-8.21, -5.07, 4.72], [-8.82, -6.25, 4.61], [-9.13, -6.83, 3.28], [-9.68, -7.90, 3.17], [-8.97, -6.48, 1.12], [-7.83, -4.28, 1.34], [-7.97, -4.63, 5.68], [-9.11, -6.83, 5.47]]}

***

{"formula": "C4H4FP", "method": "ωB97M-V/def2-TZVPD", "e_above_lowest_kj_mol": 355.2, "fmax_ev_per_a": 3.1, "energy_ev": -16214.8231, "orbital_gap_ha": [0.2921, 0.2673], "species": ["C", "C", "C", "C", "F", "P", "H", "H", "H", "H"], "xyz": [[-0.30, 0.70, 0.12], [0.42, -0.54, 0.02], [-1.64, 0.74, 0.05], [0.12, -1.77, -0.42], [-3.93, 0.22, -0.47], [-2.76, -0.61, 0.36], [0.29, 1.57, 0.25], [1.52, -0.46, 0.19], [-2.32, 1.63, 0.05], [0.63, -2.72, -0.47]]}

***

{"formula": "C6H12Cl12", "method": "ωB97M-V/def2-TZVPD", "e_above_lowest_kj_mol": 26.4, "fmax_ev_per_a": 0.7, "energy_ev": -156685.7166, "orbital_gap_ha": 0.3989, "smiles": "ClCCl.ClCCl.ClCCl.ClCCl.ClCCl.ClCCl", "species": ["Cl", "C", "Cl", "H", "H", "Cl", "C", "Cl", "H", "H", "Cl", "C", "Cl", "H", "H", "Cl", "C", "Cl", "H", "H", "Cl", "C", "Cl", "H", "H", "Cl", "C", "Cl", "H", "H"], "xyz": [[-0.18, -5.85, -3.23], [0.13, -5.11, -1.67], [1.42, -5.91, -0.77], [0.44, -4.08, -1.80], [-0.78, -5.16, -1.08], [-2.29, 0.20, -3.46], [-0.75, 1.06, -3.43], [-0.32, 1.75, -5.02], [-0.79, 1.87, -2.72], [0.02, 0.35, -3.15], [-0.53, 0.90, -0.11], [0.95, -0.03, 0.09], [0.83, -1.63, -0.66], [1.78, 0.56, -0.29], [1.09, -0.23, 1.15], [-0.07, 1.74, 3.17], [1.00, 0.81, 4.25], [0.09, -0.30, 5.27], [1.72, 0.27, 3.65], [1.48, 1.53, 4.90], [1.09, 4.10, 0.12], [2.52, 3.78, -0.85], [2.21, 2.66, -2.19], [2.85, 4.72, -1.29], [3.29, 3.35, -0.21], [-3.94, -0.29, 3.47], [-3.31, -0.31, 1.83], [-4.50, 0.25, 0.66], [-2.42, 0.31, 1.84], [-3.04, -1.32, 1.54]]}

***

{"formula": "C23H43CdGeN8O4Se", "method": "ωB97M-V/def2-TZVPD", "fmax_ev_per_a": 1.2, "energy_ev": -171083.0654, "orbital_gap_ha": 0.3116, "charge": 1, "species": ["Cd", "C", "N", "C", "C", "N", "C", "C", "N", "C", "C", "N", "C", "N", "C", "C", "C", "N", "C", "H", "H", "H", "H", "H", "H", "H", "H", "H", "H", "H", "H", "H", "H", "H", "H", "H", "H", "H", "H", "H", "H", "H", "H", "C", "C", "N", "C", "C", "N", "C", "O", "O", "C", "O", "O", "H", "H", "H", "H", "H", "C", "Ge", "C", "C", "C", "Se", "C", "H", "H", "H", "H", "H", "H", "H", "H", "H", "H", "H", "H", "H", "H"], "xyz": [[-0.48, 0.05, -0.12], [-3.44, -3.63, -2.29], [-2.87, -2.37, -2.70], [-3.35, -1.77, -3.94], [-2.61, -0.42, -3.96], [-1.48, -0.61, -3.06], [-0.23, -0.89, -3.76], [-1.84, -1.66, -2.19], [-1.15, -1.80, -1.11], [-1.34, -2.89, -0.18], [-0.37, -2.72, 0.99], [-0.61, -1.44, 1.62], [-0.74, -1.26, 2.89], [-0.62, -2.10, 3.95], [-0.65, -3.54, 3.99], [-0.76, -1.40, 5.21], [-0.71, 0.07, 4.79], [-0.96, 0.05, 3.35], [-2.18, 0.70, 2.92], [-4.11, -3.97, -3.07], [-4.01, -3.54, -1.37], [-2.66, -4.38, -2.16], [-4.43, -1.65, -3.91], [-3.09, -2.41, -4.78], [-3.24, 0.37, -3.56], [-2.27, -0.15, -4.96], [0.04, 0.01, -4.31], [0.55, -1.12, -3.03], [-0.34, -1.73, -4.45], [-1.12, -3.85, -0.67], [-2.36, -2.91, 0.21], [0.66, -2.72, 0.58], [-0.47, -3.58, 1.64], [0.25, -3.98, 3.56], [-1.53, -3.94, 3.48], [-0.71, -3.86, 5.03], [0.07, -1.67, 5.87], [-1.70, -1.67, 5.70], [0.28, 0.50, 4.97], [-1.46, 0.68, 5.30], [-2.09, 1.77, 3.10], [-3.05, 0.32, 3.46], [-2.33, 0.54, 1.85], [3.06, 0.57, 1.78], [1.94, 1.53, 1.76], [0.82, 1.38, 1.07], [0.07, 2.51, 1.25], [0.75, 3.36, 2.09], [1.92, 2.72, 2.40], [0.51, 4.70, 2.71], [-0.58, 5.33, 2.36], [1.33, 5.13, 3.49], [-1.23, 2.72, 0.51], [-1.81, 3.79, 0.66], [-1.64, 1.76, -0.22], [2.78, -0.32, 1.23], [3.32, 0.29, 2.80], [3.95, 1.01, 1.32], [2.62, 3.15, 2.99], [-1.15, 4.82, 1.68], [-0.90, 2.82, -5.21], [1.07, 3.01, -5.22], [1.97, 1.52, -6.20], [1.61, 4.71, -6.08], [1.68, 3.16, -3.30], [1.12, 1.82, -1.96], [2.61, 0.59, -2.26], [-1.26, 2.42, -6.15], [-1.36, 3.80, -5.07], [-1.23, 2.18, -4.40], [1.70, 1.60, -7.25], [1.68, 0.53, -5.85], [3.04, 1.62, -6.13], [1.28, 4.73, -7.11], [2.69, 4.83, -6.06], [1.16, 5.56, -5.56], [1.30, 4.10, -2.91], [2.76, 3.19, -3.22], [2.70, 0.38, -3.32], [2.40, -0.33, -1.70], [3.53, 1.05, -1.89]]}

***

{"formula": "C30H41Cl2N2OP3STi", "method": "ωB97M-V/def2-TZVPD", "fmax_ev_per_a": 3.2, "energy_ev": -123654.5869, "orbital_gap_ha": 0.2851, "charge": 2, "species": ["P", "C", "C", "H", "C", "H", "C", "H", "C", "H", "C", "H", "C", "C", "H", "C", "H", "C", "H", "C", "H", "C", "H", "C", "C", "H", "C", "H", "C", "H", "C", "H", "C", "H", "Ti", "C", "C", "H", "C", "O", "H", "C", "H", "C", "Cl", "Cl", "P", "C", "H", "H", "H", "C", "H", "H", "H", "C", "H", "H", "H", "P", "C", "C", "H", "H", "H", "H", "H", "H", "C", "H", "H", "H", "H", "N", "C", "N", "S", "H", "H", "H", "H"], "xyz": [[1.21, 1.26, -1.51], [2.95, 1.47, -1.92], [3.52, 0.91, -3.08], [2.93, 0.24, -3.71], [4.84, 1.22, -3.43], [5.27, 0.78, -4.33], [5.59, 2.07, -2.62], [6.62, 2.31, -2.90], [5.04, 2.62, -1.45], [5.63, 3.28, -0.82], [3.72, 2.31, -1.09], [3.28, 2.72, -0.19], [0.62, -0.12, -2.53], [1.21, -1.38, -2.34], [2.07, -1.50, -1.68], [0.71, -2.50, -3.02], [1.13, -3.48, -2.82], [-0.33, -2.35, -3.95], [-0.71, -3.21, -4.49], [-0.87, -1.08, -4.19], [-1.66, -0.95, -4.93], [-0.41, 0.03, -3.48], [-0.83, 1.02, -3.68], [0.32, 2.75, -1.99], [0.66, 3.39, -3.20], [1.45, 2.98, -3.83], [-0.02, 4.55, -3.59], [0.25, 5.04, -4.53], [-1.03, 5.08, -2.78], [-1.55, 5.99, -3.09], [-1.36, 4.45, -1.57], [-2.14, 4.87, -0.93], [-0.68, 3.30, -1.16], [-0.90, 2.85, -0.20], [0.17, 0.14, 2.50], [-1.76, -1.02, 2.24], [-2.17, -1.26, 1.00], [-2.33, -1.40, 3.11], [-1.33, -0.69, -0.12], [-2.11, 0.39, -0.70], [-1.59, 0.91, -1.33], [-0.08, -0.19, 0.49], [-1.07, -1.45, -0.88], [0.83, 0.74, 0.32], [-0.25, -0.90, 4.65], [2.32, 0.83, 3.25], [1.41, -2.24, 2.44], [2.29, -2.77, 3.95], [1.57, -3.18, 4.68], [2.79, -1.90, 4.40], [3.03, -3.54, 3.69], [0.42, -3.72, 2.06], [-0.06, -3.59, 1.08], [-0.36, -3.83, 2.82], [1.06, -4.61, 2.04], [2.75, -2.30, 1.21], [3.28, -1.34, 1.22], [2.32, -2.46, 0.21], [3.43, -3.11, 1.47], [-3.74, -2.01, 0.45], [-4.35, -3.06, 1.76], [-3.33, -2.94, -1.02], [-4.50, -2.47, 2.67], [-3.63, -3.86, 1.96], [-5.30, -3.50, 1.44], [-2.97, -2.27, -1.82], [-4.22, -3.48, -1.38], [-2.54, -3.67, -0.79], [-4.87, -0.68, 0.06], [-5.00, -0.04, 0.94], [-5.83, -1.09, -0.26], [-4.43, -0.07, -0.75], [1.53, 1.06, 1.12], [-2.10, 2.75, 5.34], [-0.98, 2.39, 4.68], [0.16, 2.32, 5.37], [-1.07, 2.15, 2.96], [-2.12, 2.84, 6.35], [-2.98, 2.77, 4.84], [1.00, 1.94, 4.94], [0.16, 2.51, 6.37]]}

***

{"formula": "CH5O2PS2", "method": "ωB97M-V/def2-TZVPD", "e_above_lowest_kj_mol": 289.9, "fmax_ev_per_a": 3.2, "energy_ev": -36171.0254, "orbital_gap_ha": 0.2670, "smiles": "OC(O)P=S.S", "species": ["O", "C", "O", "P", "S", "H", "H", "H", "S", "H", "H"], "xyz": [[1.06, 2.61, 1.38], [0.90, 1.29, 1.07], [1.25, 0.45, 2.10], [-0.93, 0.62, 0.67], [-1.71, 1.19, 2.35], [0.47, 2.80, 2.08], [1.45, 1.05, 0.16], [0.54, 0.56, 2.88], [-1.13, -2.97, -4.11], [-0.14, -3.50, -4.81], [-1.77, -4.09, -3.77]]}

***

{"formula": "C2H5NO4", "method": "ωB97M-V/def2-TZVPD", "e_above_lowest_kj_mol": 636.2, "fmax_ev_per_a": 6.6, "energy_ev": -11830.1984, "orbital_gap_ha": 0.3633, "species": ["C", "C", "N", "O", "O", "O", "O", "H", "H", "H", "H", "H"], "xyz": [[0.89, 0.42, -1.22], [0.13, -0.07, 0.52], [-1.31, -0.05, 0.15], [-1.83, -1.16, -0.07], [-1.83, 1.04, 0.11], [0.42, 1.01, 1.27], [0.44, -1.30, 0.89], [1.76, -0.08, -1.19], [0.36, 0.01, -1.94], [0.70, 1.43, -1.25], [0.46, 0.59, 2.15], [-0.19, -1.86, 0.57]]}

***

{"formula": "C9H15BCl12FO3", "method": "ωB97M-V/def2-TZVPD", "fmax_ev_per_a": 1.8, "energy_ev": -169385.4456, "orbital_gap_ha": 0.2470, "charge": -1, "species": ["O", "C", "C", "C", "C", "C", "O", "B", "F", "O", "H", "H", "H", "H", "H", "H", "H", "H", "H", "H", "H", "C", "Cl", "Cl", "Cl", "H", "C", "Cl", "Cl", "Cl", "H", "C", "Cl", "Cl", "Cl", "H", "C", "Cl", "Cl", "Cl", "H"], "xyz": [[2.55, 1.84, 1.01], [1.45, 0.95, 0.87], [0.76, 0.71, 2.25], [-0.63, 0.01, 2.02], [-1.62, 1.12, 1.60], [-3.15, 0.98, 1.93], [-3.65, 2.10, 1.18], [-2.67, 2.40, 0.11], [-3.20, 2.68, -1.20], [-1.71, 1.26, 0.21], [2.28, 2.55, 1.59], [0.74, 1.32, 0.11], [1.78, -0.04, 0.51], [0.65, 1.64, 2.83], [1.44, 0.03, 2.81], [-0.90, -0.52, 2.95], [-0.48, -0.71, 1.19], [-1.30, 2.06, 2.09], [-3.59, 0.12, 1.38], [-3.50, 1.05, 2.97], [-1.96, 3.38, 0.35], [0.39, -2.02, -2.17], [-1.10, -1.20, -1.73], [1.25, -2.60, -0.73], [0.07, -3.37, -3.27], [1.03, -1.31, -2.69], [4.22, -3.92, -4.50], [3.94, -2.76, -3.19], [2.76, -4.13, -5.46], [5.57, -3.40, -5.52], [4.48, -4.87, -4.06], [-6.06, 1.90, -2.44], [-7.72, 1.49, -2.02], [-5.10, 0.44, -2.70], [-6.02, 2.93, -3.88], [-5.62, 2.45, -1.62], [4.96, -0.80, 3.44], [3.86, -0.90, 4.82], [6.30, -1.94, 3.64], [4.10, -1.11, 1.93], [5.36, 0.20, 3.40]]}

***

{"formula": "C19H24Cl46NO4S2", "method": "ωB97M-V/def2-TZVPD", "fmax_ev_per_a": 5.9, "energy_ev": -627473.1145, "orbital_gap_ha": 0.3037, "charge": -1, "species": ["C", "C", "C", "C", "S", "O", "O", "N", "S", "O", "O", "Cl", "H", "H", "H", "H", "H", "H", "H", "H", "H", "C", "Cl", "Cl", "Cl", "H", "C", "Cl", "Cl", "Cl", "H", "C", "Cl", "Cl", "Cl", "H", "C", "Cl", "Cl", "Cl", "H", "C", "Cl", "Cl", "Cl", "H", "C", "Cl", "Cl", "Cl", "H", "C", "Cl", "Cl", "Cl", "H", "C", "Cl", "Cl", "Cl", "H", "C", "Cl", "Cl", "Cl", "H", "C", "Cl", "Cl", "Cl", "H", "C", "Cl", "Cl", "Cl", "H", "C", "Cl", "Cl", "Cl", "H", "C", "Cl", "Cl", "Cl", "H", "C", "Cl", "Cl", "Cl", "H", "C", "Cl", "Cl", "Cl", "H"], "xyz": [[2.87, 1.71, -3.19], [1.95, 2.67, -2.31], [1.13, 3.75, -3.13], [0.63, 4.95, -2.20], [-0.22, 3.04, -4.19], [0.16, 1.66, -4.72], [-0.30, 3.97, -5.41], [-1.78, 3.11, -3.47], [-2.00, 1.97, -2.22], [-3.50, 1.96, -1.93], [-1.58, 0.56, -2.54], [-1.13, 2.60, -0.41], [3.69, 1.31, -2.52], [2.23, 0.81, -3.47], [3.28, 2.22, -4.13], [2.64, 3.25, -1.62], [1.32, 2.02, -1.63], [1.87, 4.21, -3.87], [0.99, 4.73, -1.14], [-0.50, 5.07, -2.18], [1.07, 5.96, -2.49], [-1.16, -2.20, -0.48], [0.60, -2.30, -0.30], [-1.86, -3.82, -0.49], [-1.86, -1.23, 0.82], [-1.39, -1.72, -1.43], [-4.91, 3.43, -4.19], [-3.88, 4.72, -3.56], [-6.61, 3.75, -3.82], [-4.67, 3.23, -5.93], [-4.62, 2.50, -3.70], [1.22, -3.18, 3.32], [1.08, -1.73, 4.31], [2.87, -3.37, 2.72], [0.73, -4.61, 4.25], [0.56, -3.08, 2.47], [-4.55, -6.75, 0.09], [-4.70, -5.30, 1.09], [-2.91, -6.91, -0.55], [-5.00, -8.19, 1.02], [-5.24, -6.66, -0.75], [5.81, -4.12, 5.71], [6.16, -5.33, 4.47], [7.14, -2.96, 5.84], [4.29, -3.28, 5.36], [5.71, -4.62, 6.67], [-0.41, -7.93, 2.95], [-0.56, -9.03, 4.33], [0.15, -8.81, 1.51], [-1.94, -7.12, 2.62], [0.33, -7.18, 3.19], [-5.76, -0.44, -3.70], [-6.65, 0.76, -2.75], [-6.87, -1.34, -4.75], [-4.50, 0.34, -4.66], [-5.29, -1.14, -3.02], [-1.51, -0.57, 7.60], [0.11, 0.12, 7.53], [-2.74, 0.68, 7.37], [-1.69, -1.85, 6.40], [-1.66, -1.01, 8.59], [-3.56, -9.10, -3.59], [-4.89, -8.21, -2.84], [-3.12, -10.50, -2.59], [-3.99, -9.61, -5.22], [-2.70, -8.44, -3.65], [3.54, 7.29, -1.09], [3.50, 5.52, -0.98], [3.03, 7.82, -2.70], [2.51, 8.01, 0.17], [4.56, 7.63, -0.92], [6.62, -9.61, 3.92], [6.65, -9.40, 5.68], [5.06, -9.12, 3.26], [7.94, -8.70, 3.16], [6.77, -10.66, 3.70], [-0.01, 7.70, -5.56], [-0.66, 6.93, -4.12], [-1.23, 8.74, -6.33], [1.45, 8.62, -5.16], [0.26, 6.92, -6.27], [-1.39, 4.05, -8.59], [-1.04, 2.83, -9.83], [-0.08, 5.24, -8.51], [-2.94, 4.84, -8.91], [-1.45, 3.55, -7.62], [3.43, 2.70, 7.02], [5.05, 2.15, 7.49], [2.61, 1.47, 6.06], [2.48, 3.11, 8.46], [3.54, 3.60, 6.42], [0.34, 6.20, 8.42], [-1.16, 5.43, 7.91], [1.37, 6.54, 7.02], [0.01, 7.69, 9.32], [0.87, 5.51, 9.07]]}